1.
Density functional theory data (wB97M-V/def2-TZVPD) for an isolated ion of composition C31H31N2O2 and charge +1 in a non-equilibrium geometry.

Geometry as XYZ:
```
66
C31H31N2O2 (wB97M-V/def2-TZVPD)
O 4.726 4.093 1.563
O -4.972 3.434 1.455
N 0.217 0.259 -0.493
N -0.302 -1.327 -1.956
C 1.275 1.835 1.026
C -0.023 -2.252 1.576
C 0.495 -2.124 0.270
C 0.703 -5.391 -3.599
C 0.066 0.954 0.751
C -0.936 -4.766 -1.423
C 0.338 -3.357 2.351
C 1.195 -4.334 1.851
C -2.414 0.882 1.192
C -3.659 1.471 1.314
C 0.384 -6.376 -2.660
C -3.803 2.857 1.063
C 3.693 2.008 1.130
C -1.301 1.634 0.791
C 3.577 3.369 1.510
C 1.464 -3.050 -0.173
C -1.499 2.946 0.353
C -5.090 4.876 1.387
C 0.091 -1.071 -0.681
C 1.178 3.105 1.599
C 0.200 -4.096 -3.455
C 1.766 -4.176 0.585
C -2.724 3.581 0.509
C 2.552 1.291 0.817
C 4.604 5.520 1.762
C -0.406 -6.050 -1.550
C -0.641 -3.789 -2.378
C 0.058 0.980 -1.756
C 2.298 3.917 1.755
C -0.410 -0.084 -2.714
C -1.243 -2.414 -2.287
H -6.111 5.072 1.716
H 1.954 -2.881 -1.136
H -1.452 0.073 -3.016
H -4.526 0.899 1.629
H 2.440 -4.929 0.175
H -2.839 4.632 0.238
H 5.628 5.877 1.665
H -0.619 -6.795 -0.783
H -1.555 -4.495 -0.560
H 2.642 0.279 0.424
H 4.677 1.565 1.004
H -4.949 5.246 0.360
H 0.449 -3.314 -4.175
H 0.756 -7.395 -2.781
H 4.209 5.736 2.768
H -2.296 -0.180 1.411
H -0.067 -3.453 3.361
H 0.202 -0.114 -3.624
H -0.717 -1.502 1.962
H 1.334 -5.626 -4.459
H 1.014 1.422 -2.074
H -4.375 5.361 2.068
H 3.958 5.983 0.997
H -2.078 -2.429 -1.564
H 1.433 -5.221 2.444
H 0.211 3.487 1.912
H 2.174 4.969 2.019
H 0.054 0.219 1.560
H -0.680 3.510 -0.101
H -1.657 -2.145 -3.266
H -0.670 1.793 -1.659
```

Properties
LUMO energy: -3.1 eV
energy: -1459.63822 Eh
total charge: +1
spin multiplicity: 1
SMILES: COc1ccc(C(c2ccc(OC)cc2)[N+]2=C(c3ccccc3)N(Cc3ccccc3)CC2)cc1

natural (NBO) charges, unit e, in atom order: number 1, O, carries -0.487; number 2, O, carries -0.486; number 3, N, carries -0.345; number 4, N, carries -0.372; number 5, C, carries -0.132; number 6, C, carries -0.126; number 7, C, carries -0.179; number 8, C, carries -0.217; number 9, C, carries -0.031; number 10, C, carries -0.198; number 11, C, carries -0.224; number 12, C, carries -0.169; number 13, C, carries -0.183; number 14, C, carries -0.253; number 15, C, carries -0.199; number 16, C, carries 0.340; number 17, C, carries -0.248; number 18, C, carries -0.125; number 19, C, carries 0.330; number 20, C, carries -0.156; number 21, C, carries -0.135; number 22, C, carries -0.259; number 23, C, carries 0.602; number 24, C, carries -0.118; number 25, C, carries -0.160; number 26, C, carries -0.189; number 27, C, carries -0.329; number 28, C, carries -0.186; number 29, C, carries -0.260; number 30, C, carries -0.205; number 31, C, carries -0.075; number 32, C, carries -0.241; number 33, C, carries -0.327; number 34, C, carries -0.224; number 35, C, carries -0.233; number 36, H, carries 0.216; number 37, H, carries 0.235; number 38, H, carries 0.214; number 39, H, carries 0.238; number 40, H, carries 0.238; number 41, H, carries 0.233; number 42, H, carries 0.214; number 43, H, carries 0.226; number 44, H, carries 0.216; number 45, H, carries 0.209; number 46, H, carries 0.235; number 47, H, carries 0.182; number 48, H, carries 0.205; number 49, H, carries 0.230; number 50, H, carries 0.186; number 51, H, carries 0.203; number 52, H, carries 0.235; number 53, H, carries 0.228; number 54, H, carries 0.209; number 55, H, carries 0.227; number 56, H, carries 0.229; number 57, H, carries 0.188; number 58, H, carries 0.183; number 59, H, carries 0.214; number 60, H, carries 0.236; number 61, H, carries 0.215; number 62, H, carries 0.231; number 63, H, carries 0.230; number 64, H, carries 0.219; number 65, H, carries 0.232; number 66, H, carries 0.242

2.
Density functional theory data (wB97M-V/def2-TZVPD) for C31H31N4O3RuS as an isolated structure.

Geometry as XYZ:
```
71
C31H31N4O3RuS (wB97M-V/def2-TZVPD)
Ru 0.355 -0.842 0.002
S 0.489 -2.567 -1.556
O -1.518 -3.936 2.113
O -0.738 -2.048 1.255
O -2.259 2.318 1.422
N 1.551 -0.592 2.092
N -0.594 0.754 1.173
N -1.482 0.154 -1.269
N 1.621 0.190 -0.878
C -1.055 -3.420 -1.406
C -3.033 1.958 -1.262
C 1.948 3.090 -1.374
C 1.300 3.326 -0.010
C -3.390 1.663 -2.565
C 4.010 -0.178 -1.044
C -1.633 1.465 0.771
C 0.812 0.008 3.020
C 4.372 2.564 -1.374
C 3.825 -1.678 -1.039
C -0.243 0.969 2.552
C -1.302 -3.202 1.156
C 1.024 -0.222 4.377
C -3.451 -4.882 -1.443
C 2.513 -1.436 2.470
C 5.280 0.365 -1.144
C -2.066 1.175 -0.648
C 2.794 -1.711 3.793
C 2.023 -1.089 4.765
C 0.912 2.770 -2.451
C 2.868 0.684 -1.053
C 3.626 -2.158 -2.482
C -2.779 0.596 -3.209
C -1.748 -3.664 -0.216
C -2.763 -4.643 -2.626
C -1.580 -3.928 -2.601
C 5.477 1.730 -1.292
C -2.929 -4.403 -0.254
C 3.075 2.082 -1.275
C 4.969 -2.451 -0.385
C -1.826 -0.136 -2.520
H -1.307 -0.977 -2.965
H 5.883 -2.405 -0.983
H -4.137 2.257 -3.077
H 2.193 -1.293 5.815
H 6.479 2.135 -1.366
H 6.142 -0.290 -1.107
H 5.206 -2.070 0.611
H -3.032 0.329 -4.226
H 2.908 -1.907 -0.497
H 4.696 -3.505 -0.295
H 0.366 1.861 -2.213
H 1.391 2.633 -3.423
H -1.120 0.893 3.202
H 0.509 4.078 -0.082
H 0.856 2.406 0.364
H -1.035 -3.748 -3.521
H 4.532 -1.962 -3.063
H 4.515 3.629 -1.525
H 0.141 1.990 2.703
H -3.148 -5.014 -3.569
H -3.468 2.769 -0.695
H 3.070 -1.911 1.673
H -3.422 -4.597 0.690
H 3.412 -3.228 -2.510
H 0.389 0.268 5.103
H -4.378 -5.443 -1.448
H 2.793 -1.638 -2.955
H 0.196 3.592 -2.533
H 2.428 4.029 -1.673
H 2.041 3.675 0.714
H 3.582 -2.406 4.048
```

Properties
LUMO energy (spin up / spin down): 2.8 / 2.4 eV
energy: -2137.83981 Eh
total charge: -1
spin multiplicity: 5

Löwdin charges, unit e, in atom order: number 1, Ru, carries 1.178; number 2, S, carries 0.650; number 3, O, carries 0.028; number 4, O, carries -0.202; number 5, O, carries -0.011; number 6, N, carries 0.053; number 7, N, carries -0.083; number 8, N, carries 0.056; number 9, N, carries -0.081; number 10, C, carries -0.582; number 11, C, carries -0.004; number 12, C, carries -0.381; number 13, C, carries -0.055; number 14, C, carries -0.067; number 15, C, carries -0.146; number 16, C, carries -0.533; number 17, C, carries -0.254; number 18, C, carries -0.062; number 19, C, carries -0.421; number 20, C, carries -0.176; number 21, C, carries -0.611; number 22, C, carries -0.018; number 23, C, carries -0.101; number 24, C, carries -0.107; number 25, C, carries -0.058; number 26, C, carries -0.187; number 27, C, carries -0.062; number 28, C, carries -0.069; number 29, C, carries -0.065; number 30, C, carries -0.257; number 31, C, carries -0.102; number 32, C, carries -0.061; number 33, C, carries -0.153; number 34, C, carries -0.109; number 35, C, carries -0.154; number 36, C, carries -0.098; number 37, C, carries -0.036; number 38, C, carries -0.146; number 39, C, carries -0.089; number 40, C, carries -0.132; number 41, H, carries 0.075; number 42, H, carries 0.068; number 43, H, carries 0.101; number 44, H, carries 0.102; number 45, H, carries 0.090; number 46, H, carries 0.098; number 47, H, carries 0.073; number 48, H, carries 0.098; number 49, H, carries 0.044; number 50, H, carries 0.080; number 51, H, carries 0.043; number 52, H, carries 0.079; number 53, H, carries 0.127; number 54, H, carries 0.082; number 55, H, carries 0.044; number 56, H, carries 0.088; number 57, H, carries 0.080; number 58, H, carries 0.102; number 59, H, carries 0.130; number 60, H, carries 0.092; number 61, H, carries 0.112; number 62, H, carries 0.091; number 63, H, carries 0.113; number 64, H, carries 0.067; number 65, H, carries 0.114; number 66, H, carries 0.091; number 67, H, carries 0.051; number 68, H, carries 0.075; number 69, H, carries 0.116; number 70, H, carries 0.081; number 71, H, carries 0.099

3.
Density functional theory data (wB97M-V/def2-TZVPD) for C31H31N5O2PRhSSeSi as an isolated structure in a non-equilibrium geometry.

Geometry as XYZ:
```
74
C31H31N5O2PRhSSeSi (wB97M-V/def2-TZVPD)
Rh 0.494 0.915 -1.151
Se 1.030 5.261 -0.944
S -1.226 3.668 0.798
P 0.981 -0.744 -2.767
Si 0.953 0.309 1.152
O 0.092 3.815 1.370
O -1.765 4.828 0.135
N -3.358 2.427 -0.858
N 1.709 2.499 -1.531
N -4.878 1.398 4.857
N -1.728 1.041 -1.898
N -1.097 2.424 -0.255
C -4.542 2.720 2.870
C 3.790 -0.167 1.251
C -1.401 -2.269 3.509
C 3.643 -2.913 0.983
C 4.877 -2.304 1.150
C 2.491 -2.149 0.957
C 2.694 -1.358 -2.773
C -1.808 2.313 3.087
C -4.037 1.928 3.908
C -0.484 -0.806 1.818
C -1.665 -0.963 1.099
C -2.326 3.077 2.059
C 1.413 3.624 -1.322
C 4.943 -0.927 1.282
C 3.689 -0.447 -3.123
C 3.051 -2.665 -2.468
C -2.573 -2.409 2.784
C -4.255 1.966 -1.699
C -2.642 0.609 -2.745
C 4.372 -3.063 -2.562
C 0.829 -0.281 -4.546
C -3.954 1.047 -2.701
C -2.656 1.739 4.008
C 5.350 -2.164 -2.950
C -0.019 -2.289 -2.752
C 5.006 -0.851 -3.226
C -2.098 1.999 -0.991
C 2.543 -0.768 1.103
C -2.700 -1.750 1.572
C -3.686 3.293 1.951
C -0.371 -1.477 3.032
H -2.321 -0.109 -3.493
H 5.900 -0.444 1.417
H -0.740 2.200 3.153
H 6.379 -2.481 -3.025
H -5.851 1.322 4.616
H 5.786 -2.889 1.179
H 0.543 -1.386 3.602
H -4.046 3.911 1.145
H 5.768 -0.143 -3.517
H 3.854 0.906 1.348
H -4.516 0.649 5.423
H -5.612 2.866 2.796
H 0.017 -2.735 -1.759
H -5.261 2.350 -1.573
H 0.327 -3.004 -3.500
H -3.606 -1.852 0.991
H 1.363 0.650 -4.724
H 3.577 -3.986 0.883
H 3.423 0.585 -3.310
H 1.529 -2.631 0.846
H -1.764 -0.462 0.143
H 1.268 1.219 2.300
H -1.294 -2.786 4.453
H -2.260 1.130 4.806
H -1.054 -2.019 -2.958
H 1.244 -1.059 -5.185
H -3.375 -3.039 3.147
H 4.641 -4.083 -2.339
H 2.309 -3.380 -2.156
H -4.689 0.686 -3.401
H -0.221 -0.122 -4.782
```

Properties
LUMO energy (spin up / spin down): -1.4 / -1.6 eV
energy: -5165.13494 Eh
total charge: 0
spin multiplicity: 1

Löwdin charges, unit e, in atom order: number 1, Rh, carries 0.616; number 2, Se, carries 0.766; number 3, S, carries 0.544; number 4, P, carries 0.849; number 5, Si, carries 0.749; number 6, O, carries -0.406; number 7, O, carries -0.348; number 8, N, carries 0.150; number 9, N, carries -0.112; number 10, N, carries 0.103; number 11, N, carries 0.033; number 12, N, carries -0.123; number 13, C, carries -0.024; number 14, C, carries -0.112; number 15, C, carries -0.089; number 16, C, carries -0.101; number 17, C, carries -0.089; number 18, C, carries -0.127; number 19, C, carries -0.377; number 20, C, carries -0.067; number 21, C, carries -0.326; number 22, C, carries -0.320; number 23, C, carries -0.121; number 24, C, carries -0.290; number 25, C, carries -0.946; number 26, C, carries -0.085; number 27, C, carries -0.098; number 28, C, carries -0.102; number 29, C, carries -0.091; number 30, C, carries -0.107; number 31, C, carries -0.146; number 32, C, carries -0.085; number 33, C, carries -0.218; number 34, C, carries -0.055; number 35, C, carries -0.025; number 36, C, carries -0.078; number 37, C, carries -0.234; number 38, C, carries -0.071; number 39, C, carries -0.491; number 40, C, carries -0.330; number 41, C, carries -0.084; number 42, C, carries -0.073; number 43, C, carries -0.111; number 44, H, carries 0.092; number 45, H, carries 0.103; number 46, H, carries 0.087; number 47, H, carries 0.104; number 48, H, carries 0.090; number 49, H, carries 0.102; number 50, H, carries 0.106; number 51, H, carries 0.104; number 52, H, carries 0.108; number 53, H, carries 0.101; number 54, H, carries 0.090; number 55, H, carries 0.108; number 56, H, carries 0.041; number 57, H, carries 0.116; number 58, H, carries 0.059; number 59, H, carries 0.102; number 60, H, carries 0.047; number 61, H, carries 0.102; number 62, H, carries 0.098; number 63, H, carries 0.095; number 64, H, carries 0.062; number 65, H, carries 0.008; number 66, H, carries 0.102; number 67, H, carries 0.110; number 68, H, carries 0.027; number 69, H, carries 0.061; number 70, H, carries 0.101; number 71, H, carries 0.106; number 72, H, carries 0.094; number 73, H, carries 0.095; number 74, H, carries 0.030